i | C14H12Br6N2O4 as an isolated structure. Source: the Open Molecules 2025 dataset; level of theory: ωB97M-V/def2-TZVPD.

Last column: Löwdin charge in e.
Element x y z (Å)
C1 -4.2235 2.9613 0.1432  -0.05
C2 -3.2489 3.5639 0.9508  -0.08
C3 -1.9627 3.1257 0.9856  0.00
C4 -1.5833 1.9222 0.2938  -0.06
C5 -2.5848 1.3584 -0.5086  -0.01
C6 -3.8570 1.8909 -0.6625  -0.05
N1 -0.1859 1.3499 0.3656  -0.30
O1 0.0329 0.3311 -0.2989  -0.16
O2 0.5691 1.7537 1.2223  -0.13
H1 -5.2284 3.3495 0.2198  0.11
H2 -3.5102 4.4432 1.5209  0.11
H3 -1.1468 3.6500 1.4607  0.12
H4 -2.2427 0.5013 -1.0696  0.12
H5 -4.5759 1.3699 -1.2775  0.11
C7 2.6989 0.6266 -0.3233  -0.21
C8 1.5727 0.9016 -1.0952  -0.17
C9 1.2128 0.1578 -2.2048  0.04
C10 1.9954 -0.9473 -2.6078  -0.12
C11 3.0926 -1.2478 -1.8127  -0.15
C12 3.4581 -0.5099 -0.7045  -0.20
N2 1.7377 -1.7252 -3.8532  -0.31
O3 2.4986 -2.6755 -4.1807  0.04
O4 0.9243 -1.2908 -4.6474  0.07
H6 2.8701 1.2432 0.5467  0.02
H7 0.9221 1.7063 -0.7860  0.12
H8 0.3187 0.4579 -2.7310  0.13
H9 3.7565 -2.0778 -2.0043  0.11
H10 4.3790 -0.7005 -0.1735  0.11
C13 -0.5936 -3.8603 3.5496  -1.52
Br1 -0.5269 -2.8009 5.2596  0.51
Br2 -2.2230 -5.0672 3.4552  0.47
Br3 0.9658 -5.0086 3.1013  0.51
H11 -0.6652 -3.1058 2.7663  -0.31
C14 1.0187 -1.0596 0.8985  -1.21
Br4 2.2302 -2.6736 0.4146  0.70
Br5 1.9594 0.1831 2.0487  0.94
Br6 -0.5887 -1.5960 1.7310  0.88
H12 0.7338 -0.5004 0.0073  -0.19

Its total charge is 0. The HOMO energy comes out at -8.431 eV.

ii | C14H12Br6N2O4 as an isolated structure. Source: the Open Molecules 2025 dataset; level of theory: ωB97M-V/def2-TZVPD.

Last column: Löwdin charge in e.
Element x y z (Å)
C1 -4.3306 10.3790 -4.1006  -1.28
Br1 -5.4541 11.9683 -4.4815  0.58
Br2 -3.3060 10.4645 -2.4101  0.81
Br3 -3.1858 9.8494 -5.7165  0.77
H1 -4.9890 9.5128 -4.0363  0.00
C2 0.1087 4.2528 -2.3064  -1.43
Br4 -0.0872 2.2798 -2.6787  0.70
Br5 1.6565 4.6759 -1.1845  0.64
Br6 -1.5210 4.8912 -1.4789  0.77
H2 0.3220 4.6943 -3.2799  -0.09
C3 -2.2507 8.5603 -3.6311  -0.40
C4 -1.2086 9.2832 -4.0779  -0.34
C5 0.0007 8.7715 -4.4087  0.04
C6 0.1534 7.3451 -4.1818  -0.09
C7 -0.9181 6.5335 -3.8053  -0.16
C8 -2.1474 7.1202 -3.6735  -0.06
N1 1.4313 6.7476 -4.5131  -0.31
O1 1.5961 5.6832 -4.0036  -0.09
O2 2.2648 7.3945 -5.2194  0.07
H3 -3.2162 9.0378 -3.5520  -0.15
H4 -1.3767 10.3468 -4.1603  0.05
H5 0.7758 9.3793 -4.8518  0.12
H6 -0.8261 5.4715 -3.6318  -0.03
H7 -3.0113 6.6274 -3.2527  0.09
C9 1.6231 2.7198 -5.9580  -0.07
C10 1.3595 4.0175 -5.6633  -0.04
C11 0.0708 4.3152 -5.2355  -0.10
C12 -0.9338 3.3913 -5.3590  -0.19
C13 -0.5949 2.0701 -5.6709  -0.10
C14 0.6868 1.7086 -6.0012  -0.08
N2 -2.3363 3.7338 -5.0207  -0.34
O3 -3.1582 3.0191 -5.4058  0.16
O4 -2.4585 4.6752 -4.2635  -0.04
H8 2.6346 2.4265 -6.1976  0.11
H9 2.1600 4.7424 -5.6533  0.12
H10 -0.2274 5.3527 -5.2030  0.10
H11 -1.2441 1.2144 -5.5581  0.12
H12 0.9736 0.6840 -6.1866  0.12

Its total charge is 0. The HOMO energy comes out at -9.032 eV.

Of them, the most stable is ii and the least stable is i.

i | An isolated ion of composition C8H15N2 and charge +1. Source: the Open Molecules 2025 dataset; level of theory: ωB97M-V/def2-TZVPD.

Last column: Löwdin charge in e.
Element x y z (Å)
C1 -1.6330 -1.5852 -0.9614  0.08
C2 -1.1031 -1.5211 1.2921  0.08
C3 -1.8801 0.6006 0.1883  -0.11
C4 0.3764 -0.0226 -0.2188  -0.27
C5 -1.8959 -0.8616 0.2535  -0.14
C6 -0.2945 -1.3706 -0.0604  -0.11
C7 -0.3809 2.3853 -0.1739  -0.02
C8 1.8556 0.1739 0.3367  -0.20
N1 -0.4794 1.0178 0.2998  -0.16
N2 2.6856 -0.9194 -0.1239  0.01
H1 -1.9331 -2.5714 -0.9118  0.11
H2 -1.7685 -1.1635 -1.9904  0.17
H3 -0.9902 -0.8008 2.0580  0.13
H4 -1.3974 -2.4613 1.6521  0.13
H5 -2.2538 1.0393 -0.7589  0.14
H6 -2.4789 0.9292 1.0476  0.16
H7 0.6360 0.0603 -1.3379  0.18
H8 -0.5579 3.0347 0.7079  0.12
H9 0.6761 2.4589 -0.3819  0.08
H10 -0.9325 2.4909 -1.0474  0.07
H11 1.8899 0.2156 1.4179  0.13
H12 2.1253 1.1014 -0.0446  0.08
H13 3.5113 -0.8798 0.4050  0.05
H14 3.1328 -0.7436 -1.0886  0.13
H15 0.3120 -2.1992 -0.2717  0.16

Its total charge is +1. The HOMO energy comes out at -12.773 eV.

ii | An isolated ion of composition C8H15N2 and charge +1. Source: the Open Molecules 2025 dataset; level of theory: ωB97M-V/def2-TZVPD.

Last column: Löwdin charge in e.
Element x y z (Å)
C1 1.3497 1.4449 -0.9457  -0.05
N1 2.0215 0.5037 -0.1453  0.02
C2 1.3282 -0.4040 0.5081  -0.28
C3 2.0939 -1.6475 0.8149  -0.01
C4 -0.0605 -0.3793 0.8192  -0.12
C5 -0.6961 0.8820 1.3489  -0.10
C6 -1.9495 1.1574 1.0583  -0.10
C7 -2.7050 0.2794 0.0864  -0.12
C8 -1.7695 -0.7098 -0.5404  -0.13
N2 -1.2884 -0.5882 -1.8116  0.13
H1 1.9434 2.3596 -1.1312  0.12
H2 1.3143 0.9352 -1.9530  0.12
H3 0.4263 1.4894 -0.5160  0.03
H4 2.9746 0.0971 -0.4425  0.20
H5 2.3099 -1.8962 1.8532  0.11
H6 3.0730 -1.7648 0.3657  0.08
H7 1.5698 -2.4986 0.4291  0.09
H8 -0.3064 -1.2784 1.2946  0.09
H9 -0.0211 1.5718 1.9115  0.14
H10 -2.4244 1.9786 1.4854  0.09
H11 -3.4563 -0.4086 0.5644  0.15
H12 -3.0550 1.0714 -0.6135  0.14
H13 -1.7310 -1.7833 -0.2250  0.15
H14 -0.9487 -1.3261 -2.3700  0.11
H15 -1.4622 0.3107 -2.2701  0.13

Its total charge is +1. The structure (SMILES) is CN/C(C)=C\C=C/CC=[NH2+]. The HOMO energy comes out at -11.773 eV.

Of them, the most stable is ii and the least stable is i.

i | An isolated ion of composition C8H15N2 and charge +1. Source: the Open Molecules 2025 dataset; level of theory: ωB97M-V/def2-TZVPD.

Last column: Löwdin charge in e.
Element x y z (Å)
C1 -3.3111 1.3854 -0.3160  0.36
N1 -2.5518 0.4973 -0.3871  0.10
C2 -1.7079 -0.5239 -0.5223  -0.13
C3 -0.2101 0.0766 -0.3814  -0.33
C4 0.1605 0.8787 -1.6645  -0.03
C5 0.1594 0.3361 1.0401  -0.22
C6 0.9937 1.5044 1.5390  -0.02
C7 0.7623 -0.8861 0.3783  -0.44
C8 2.1916 -0.9774 -0.2919  0.03
N2 0.1359 -2.0958 0.7525  0.05
H1 -4.1343 2.0635 -0.3420  0.13
H2 -1.7243 -0.9596 -1.5675  0.17
H3 -1.8397 -1.3566 0.3280  0.19
H4 1.0459 1.4894 -1.4510  0.07
H5 -0.6670 1.5493 -2.0607  0.08
H6 0.3057 0.1393 -2.6229  0.14
H7 -0.5835 -0.1213 1.7376  0.15
H8 1.2319 2.1204 0.6505  0.08
H9 1.9436 1.1582 1.9502  0.08
H10 0.4141 2.0648 2.2958  0.09
H11 2.5282 -0.0808 -0.7880  0.07
H12 1.9083 -1.7982 -0.9140  0.08
H13 2.7415 -1.0612 0.6597  0.10
H14 0.2496 -2.4383 1.7060  0.11
H15 -0.0426 -2.9643 0.2718  0.10

Its total charge is +1. The structure (SMILES) is C#[N+]C[C@@]1(C)[C@H](C)[C@@]1(C)N. The HOMO energy comes out at -12.360 eV.

ii | C8H15N2 as an isolated structure. Source: the Open Molecules 2025 dataset; level of theory: ωB97M-V/def2-TZVPD.

Last column: Löwdin charge in e.
Element x y z (Å)
C1 -0.5588 -0.4383 0.4722  -0.17
C2 0.4948 -1.4624 0.4077  0.03
C3 -0.3022 1.8262 0.3894  -0.04
C4 -1.8381 1.3689 0.0970  0.00
C5 1.4380 -0.2786 0.0429  -0.48
C6 1.5882 0.0062 -1.4361  0.01
C7 2.7264 -0.1056 0.7969  0.01
C8 -2.7735 -1.1091 -0.2041  0.05
N1 0.3677 0.5939 0.6630  0.02
N2 -1.7033 -0.1072 -0.0536  -0.01
H1 0.7745 -1.8690 1.3318  0.12
H2 0.4711 -2.3292 -0.2545  0.14
H3 0.1162 2.3069 -0.5257  0.14
H4 -0.3029 2.3276 1.2790  0.09
H5 -2.5089 1.5003 0.9415  0.13
H6 -2.2992 1.7022 -0.7820  0.11
H7 1.4493 -0.9284 -1.9987  0.11
H8 2.5723 0.4806 -1.6095  0.11
H9 0.8217 0.7194 -1.6939  0.07
H10 2.7242 0.9737 0.7048  0.10
H11 3.4805 -0.6635 0.2589  0.11
H12 2.4615 -0.3618 1.7904  0.08
H13 -3.7431 -0.9828 0.2401  0.11
H14 -2.4650 -1.9403 0.3167  0.08
H15 -2.9915 -1.2297 -1.1740  0.06

Its total charge is +1. The HOMO energy comes out at -13.831 eV.

Of them, the most stable is ii and the least stable is i.

i | One molecule with the formula C3H7O2P. Source: the Open Molecules 2025 dataset; level of theory: ωB97M-V/def2-TZVPD.

Last column: Löwdin charge in e.
Element x y z (Å)
C1 1.7477 0.0639 -0.1362  -0.06
C2 0.3451 -0.0896 -0.5594  -0.40
O1 -0.3019 -1.2924 -0.0730  -0.05
C3 -0.6216 -0.0467 0.4835  -0.40
P1 -2.5807 0.6675 0.1005  0.89
O2 -3.2152 -0.6974 -0.4982  -0.37
H1 2.3273 -0.7350 -0.6244  0.08
H2 1.7816 -0.0737 0.9131  0.06
H3 2.1997 1.0874 -0.4908  0.13
H4 0.0337 0.3655 -1.6027  0.18
H5 -0.2732 0.0331 1.5055  0.10
H6 -2.9780 0.4959 1.3700  -0.12
H7 -3.0744 -1.4925 -0.1178  -0.01

Its total charge is 0. The structure (SMILES) is C[C@H]1O[C@@H]1PO. The HOMO energy comes out at -9.136 eV.

ii | A 2-piece molecular cluster, C3H7O2P overall. Source: the Open Molecules 2025 dataset; level of theory: ωB97M-V/def2-TZVPD.

Last column: Löwdin charge in e.
Element x y z (Å)
C1 0.1704 -0.4716 1.2129  -0.08
C2 0.8340 1.0567 -0.7287  -0.12
C3 0.2252 -0.3352 -0.3055  -0.47
O1 -2.9169 -0.1775 0.7627  -0.63
O2 0.4592 -1.1751 -1.3867  -0.04
P1 -2.4815 0.3102 -0.5567  0.82
H1 0.5995 0.4510 1.5741  0.06
H2 -0.8919 -0.5165 1.4958  0.03
H3 0.7746 -1.3284 1.5398  0.09
H4 0.7465 1.3101 -1.7999  0.07
H5 1.9529 1.1269 -0.4708  0.09
H6 0.3609 1.8447 -0.0484  0.08
H7 0.1671 -2.0953 -1.2887  0.11

Its total charge is 0. The HOMO energy (spin up / spin down) comes out at -6.911 / -6.913 eV.

Of them, the most stable is i and the least stable is ii.

i | A 2-piece molecular cluster, C2H10NS2 overall. Source: the Open Molecules 2025 dataset; level of theory: ωB97M-V/def2-TZVPD.

Last column: Löwdin charge in e.
Element x y z (Å)
C1 -1.6309 -1.1421 -3.5179  0.01
N1 -1.2806 -0.9472 -2.0506  0.12
H1 -1.8365 -2.1985 -3.6862  0.10
H2 -2.5816 -0.6510 -3.6902  0.10
H3 -0.8453 -0.7301 -4.1413  0.11
H4 -0.6410 -1.6534 -1.6949  0.16
H5 -2.1206 -0.9450 -1.4706  0.16
H6 -0.8188 -0.0423 -2.0108  0.06
C2 1.2367 -0.9131 2.2079  -0.46
S1 1.0643 0.8859 1.9970  0.44
S2 0.0922 0.8766 0.1250  0.31
H7 2.2620 -1.1050 2.5132  0.04
H8 1.1182 -1.4113 1.2499  0.01
H9 0.5092 -1.2409 2.9374  0.03
H10 -0.5025 2.0763 0.1911  -0.17

Its total charge is +1. The HOMO energy comes out at -11.681 eV.

ii | A 2-piece molecular cluster, C2H10NS2 overall. Source: the Open Molecules 2025 dataset; level of theory: ωB97M-V/def2-TZVPD.

Last column: Löwdin charge in e.
Element x y z (Å)
N1 0.2492 2.1629 0.6005  0.27
H1 0.2123 3.0130 0.0384  0.15
H2 0.8420 2.2939 1.4206  0.15
H3 -0.6975 1.9554 0.9251  0.14
H4 0.6022 1.3051 0.0609  0.00
C1 -1.6988 -0.4527 -0.9178  -0.45
S1 -0.2844 -1.0041 -1.9298  0.50
S2 1.3536 -0.4816 -0.7935  0.47
C2 1.3411 -1.7316 0.5296  -0.41
H5 -1.6107 -0.8533 0.0839  0.03
H6 -1.7820 0.6286 -0.9529  0.01
H7 -2.5816 -0.8819 -1.4006  0.05
H8 1.0276 -2.6675 0.0856  0.04
H9 2.3491 -1.8362 0.9079  0.04
H10 0.6780 -1.4500 1.3420  0.03

Its total charge is +1. The HOMO energy comes out at -12.829 eV.

iii | A 2-piece molecular cluster, C2H10NS2 overall. Source: the Open Molecules 2025 dataset; level of theory: ωB97M-V/def2-TZVPD.

Last column: Löwdin charge in e.
Element x y z (Å)
S1 6.8844 -0.1316 1.9185  0.27
S2 6.4329 -1.2626 0.2711  0.32
C1 7.8426 -0.9345 -0.8049  -0.51
H1 7.6264 -1.0389 2.5884  -0.19
H2 7.6477 -1.4433 -1.7639  0.03
H3 8.7838 -1.3262 -0.3837  0.04
H4 7.9656 0.1445 -0.9977  0.03
C2 -0.6037 1.1125 1.7387  -0.02
N1 0.0882 2.0382 0.7877  0.14
H5 -0.8484 0.1609 1.2376  0.11
H6 -1.5393 1.5681 2.1045  0.11
H7 0.0449 0.8976 2.6045  0.11
H8 0.9712 1.6129 0.4398  0.18
H9 -0.5196 2.2439 -0.0307  0.18
H10 0.3210 2.9372 1.2558  0.18

Its total charge is +1. The HOMO energy comes out at -11.083 eV.

Of them, the most stable is ii and the least stable is i.